Entry 1:
Formula: C14H56N12O14
Source: OMol25
Level of theory: ωB97M-V/def2-TZVPD

Last column: Löwdin charge in e.
CARTESIAN COORDINATES (ANGSTROEM)
C: -0.009 0.090 4.107  -0.141
O: 0.418 1.435 3.957  -0.127
H: 0.787 -0.540 4.529  0.080
H: -0.808 0.000 4.845  0.082
H: -0.182 -0.386 3.148  0.063
H: 0.663 1.746 4.836  0.098
C: -3.284 -0.808 -0.967  -0.095
O: -2.278 -1.804 -0.679  -0.180
H: -3.740 -0.441 -0.045  0.071
H: -2.799 0.027 -1.488  0.063
H: -3.923 -1.200 -1.760  0.094
H: -2.773 -2.613 -0.842  0.092
C: 3.770 3.041 1.876  -0.161
O: 4.089 1.859 1.181  -0.130
H: 3.357 3.789 1.188  0.067
H: 2.969 2.870 2.605  0.060
H: 4.665 3.411 2.374  0.077
H: 3.298 1.310 1.068  0.026
C: -0.281 4.619 2.090  -0.133
O: 0.401 3.383 2.042  -0.170
H: -1.146 4.568 2.750  0.082
H: 0.382 5.420 2.446  0.083
H: -0.510 5.024 1.102  0.056
H: 0.492 2.958 2.910  0.044
C: -3.394 1.605 2.681  -0.179
O: -4.591 1.017 2.231  -0.141
H: -2.504 1.276 2.131  0.050
H: -3.445 2.687 2.609  0.074
H: -3.160 1.292 3.703  0.075
H: -4.538 0.044 2.272  0.017
C: 4.377 -1.147 -2.301  -0.177
O: 4.802 -0.124 -1.440  -0.123
H: 5.080 -1.191 -3.139  0.075
H: 4.457 -2.115 -1.797  0.057
H: 3.413 -0.986 -2.791  0.072
H: 4.108 0.212 -0.862  0.025
C: 2.598 -2.002 1.885  -0.178
O: 2.903 -3.187 2.585  -0.123
H: 1.613 -2.225 1.456  0.068
H: 2.485 -1.079 2.462  0.075
H: 3.251 -1.857 1.018  0.077
H: 3.844 -3.193 2.794  0.080
C: 1.406 3.875 -1.273  -0.128
O: 0.710 4.539 -2.345  -0.153
H: 0.689 3.398 -0.609  0.036
H: 2.079 3.144 -1.712  0.081
H: 1.939 4.672 -0.756  0.079
H: -0.170 4.827 -2.064  0.021
C: -3.321 -2.461 3.031  -0.635
O: -4.177 -1.615 2.782  0.016
N: -3.455 -3.365 4.040  0.164
N: -2.270 -2.707 2.192  0.175
H: -2.661 -3.945 4.238  0.096
H: -4.226 -3.299 4.677  0.110
H: -2.198 -2.031 1.447  0.071
H: -1.524 -3.316 2.468  0.102
C: 0.148 -3.480 -3.229  -0.627
O: 0.902 -2.641 -2.705  -0.036
N: -1.197 -3.247 -3.376  0.175
N: 0.633 -4.585 -3.798  0.179
H: -1.478 -2.345 -3.028  0.067
H: -1.813 -3.924 -3.775  0.098
H: 1.599 -4.821 -3.649  0.089
H: 0.022 -5.207 -4.292  0.107
C: -2.550 4.625 -0.816  -0.645
O: -1.597 5.416 -0.873  -0.007
N: -2.402 3.362 -0.381  0.198
N: -3.831 4.974 -1.136  0.165
H: -1.524 3.018 -0.036  0.066
H: -3.202 2.760 -0.332  0.097
H: -4.047 5.906 -1.430  0.108
H: -4.453 4.199 -1.262  0.094
C: 2.772 -5.664 -1.096  -0.661
O: 2.199 -6.164 -2.072  -0.009
N: 3.298 -6.374 -0.083  0.155
N: 2.786 -4.315 -0.895  0.181
H: 3.956 -6.024 0.585  0.096
H: 3.161 -7.371 -0.078  0.107
H: 2.276 -3.697 -1.511  0.065
H: 3.293 -3.973 -0.102  0.072
C: 0.963 0.263 -0.146  -0.609
O: 2.146 0.561 -0.232  0.027
N: -0.044 1.073 0.360  0.166
N: 0.341 -0.841 -0.648  0.165
H: 0.184 1.935 0.858  0.050
H: -1.005 0.795 0.374  0.063
H: 0.814 -1.472 -1.292  0.062
H: -0.620 -1.034 -0.408  0.048
C: -1.524 0.818 -4.231  -0.660
O: -2.155 -0.237 -4.170  -0.006
N: -1.616 1.716 -5.245  0.156
N: -0.466 1.087 -3.379  0.180
H: -2.262 1.525 -5.987  0.106
H: -1.151 2.592 -5.097  0.096
H: 0.097 1.874 -3.635  0.089
H: -0.335 0.418 -2.638  0.071

## Properties
LUMO level: 0.1 eV
Total charge: 0
Energy above the lowest of the compared OMol25 structures with the same formula, charge and spin: 0.0 kcal per mole
Electronic energy: -61975.9452 eV

=====

Entry 2:
Formula: C23H52BBr2N3O7P
Source: OMol25
Level of theory: ωB97M-V/def2-TZVPD

Last column: Löwdin charge in e.
CARTESIAN COORDINATES (ANGSTROEM)
C: 7.498 -3.037 -2.597  -0.119
C: 6.865 -2.101 -3.725  -0.247
C: 5.541 -2.746 -4.354  -0.177
C: 4.222 -1.968 -3.922  -0.174
N: 3.366 -2.757 -2.964  0.029
N: 2.041 -2.342 -3.158  -0.074
C: 1.747 -0.936 -3.017  0.042
C: 0.344 -0.952 -3.338  -0.270
P: -0.509 0.720 -3.345  0.922
O: -1.269 1.028 -1.863  -0.315
O: -1.545 0.906 -4.658  -0.335
N: -0.171 -2.247 -3.622  -0.041
C: -1.530 -2.661 -4.009  -0.624
Br: -1.641 -2.470 -5.978  0.718
C: -2.693 -1.948 -3.166  -0.666
C: -3.503 -3.035 -2.323  -0.154
Br: -4.049 -1.199 -4.431  0.658
C: 0.945 -3.079 -3.490  0.025
B: 1.032 -4.694 -3.723  -0.488
O: 1.425 -5.535 -2.653  0.130
O: 0.696 -5.199 -4.978  0.018
C: 0.311 -6.596 -4.922  -0.051
H: 6.654 -3.543 -2.055  0.065
H: 8.191 -3.785 -3.071  0.078
H: 8.140 -2.420 -1.907  0.075
H: 6.675 -1.094 -3.266  0.094
H: 7.653 -1.948 -4.513  0.106
H: 5.659 -2.600 -5.471  0.110
H: 5.485 -3.854 -4.173  0.112
H: 3.671 -1.734 -4.879  0.136
H: 4.570 -1.001 -3.444  0.113
H: 3.685 -2.513 -2.022  0.149
H: 2.443 -0.110 -2.768  0.144
H: -2.112 1.500 -2.028  0.076
H: -1.886 1.824 -4.604  0.069
H: -1.625 -3.767 -3.807  0.113
H: -2.338 -1.186 -2.427  0.072
H: -4.280 -2.532 -1.677  0.090
H: -4.086 -3.693 -3.028  0.080
H: -2.791 -3.654 -1.699  0.090
H: 2.398 -5.537 -2.573  0.124
H: -0.334 -6.866 -5.809  0.113
H: 1.232 -7.242 -4.993  0.112
H: -0.251 -6.888 -3.998  0.105
C: 0.340 2.760 0.252  -0.076
C: -0.111 1.548 1.051  -0.302
O: 0.670 1.315 2.211  -0.173
C: 0.690 2.358 3.179  -0.262
C: -0.681 2.699 3.736  -0.063
H: 1.387 2.654 -0.045  0.084
H: -0.270 2.872 -0.645  0.051
H: 0.256 3.683 0.827  0.069
H: -0.012 0.659 0.425  0.093
H: -1.171 1.623 1.316  0.107
H: 1.178 3.247 2.764  0.108
H: 1.327 2.009 3.994  0.121
H: -1.359 3.061 2.961  0.063
H: -0.598 3.476 4.499  0.077
H: -1.141 1.816 4.186  0.075
C: -1.532 7.702 2.991  -0.079
C: -1.985 6.492 3.792  -0.281
O: -1.203 6.255 4.953  -0.172
C: -1.177 7.297 5.919  -0.277
C: -2.547 7.642 6.478  -0.079
H: -0.486 7.592 2.693  0.082
H: -2.144 7.815 2.094  0.077
H: -1.612 8.625 3.567  0.066
H: -1.891 5.602 3.167  0.102
H: -3.044 6.571 4.058  0.108
H: -0.687 8.184 5.504  0.106
H: -0.541 6.944 6.733  0.119
H: -3.225 8.007 5.704  0.065
H: -2.460 8.418 7.241  0.079
H: -3.008 6.759 6.927  0.083
C: -1.790 -1.591 1.834  -0.084
C: -1.542 -1.249 3.294  -0.268
O: -2.718 -0.887 4.000  -0.158
C: -3.741 -1.869 4.066  -0.278
C: -3.305 -3.159 4.740  -0.079
H: -2.263 -0.749 1.321  0.073
H: -0.847 -1.825 1.333  0.074
H: -2.449 -2.455 1.723  0.061
H: -0.874 -0.387 3.343  0.097
H: -1.028 -2.068 3.807  0.112
H: -4.142 -2.065 3.065  0.103
H: -4.555 -1.426 4.643  0.120
H: -2.494 -3.650 4.199  0.063
H: -4.142 -3.858 4.797  0.079
H: -2.949 -2.958 5.752  0.084

## Properties
LUMO level: -3.6 eV
Total charge: +1
Electronic energy: -193539.1681 eV

=====

Entry 3:
Formula: C40H108O16
Source: OMol25
Level of theory: ωB97M-V/def2-TZVPD

Last column: Löwdin charge in e.
CARTESIAN COORDINATES (ANGSTROEM)
C: -3.168 -3.786 -0.173  -0.234
C: -2.890 -4.153 -1.610  -0.216
O: -4.068 -4.551 -2.378  -0.060
O: -2.095 -3.151 0.455  -0.082
H: -3.507 -4.627 0.432  0.113
H: -4.004 -3.086 -0.178  0.119
H: -2.104 -4.901 -1.719  0.105
H: -2.351 -3.312 -2.046  0.099
H: -3.833 -4.996 -3.195  0.077
H: -1.355 -3.726 0.662  0.031
C: 5.312 1.543 0.692  -0.284
C: 4.867 0.747 1.859  -0.230
O: 4.029 -0.320 1.511  -0.065
O: 6.377 2.387 0.952  -0.038
H: 4.535 2.095 0.162  0.108
H: 5.659 0.831 -0.056  0.117
H: 4.376 1.425 2.559  0.125
H: 5.722 0.352 2.407  0.133
H: 3.445 -0.539 2.241  0.060
H: 6.949 2.479 0.186  0.097
C: 2.066 -2.803 2.903  -0.066
C: 1.604 -1.657 3.702  -0.506
C: 0.226 -1.856 4.301  -0.034
O: 2.542 -1.445 4.767  -0.043
H: 1.588 -2.842 1.925  0.057
H: 1.812 -3.785 3.302  0.086
H: 3.138 -2.833 2.707  0.090
H: 1.636 -0.761 3.082  0.114
H: -0.517 -1.651 3.530  0.076
H: 0.131 -1.198 5.165  0.087
H: 0.231 -2.867 4.707  0.080
H: 3.049 -2.252 4.887  0.084
C: 0.849 -4.515 -2.250  -0.047
C: 1.197 -4.529 -3.716  -0.519
C: 2.416 -5.358 -4.037  -0.045
O: 0.063 -4.961 -4.439  -0.032
H: 0.659 -5.542 -1.937  0.090
H: -0.060 -3.930 -2.105  0.057
H: 1.610 -4.072 -1.608  0.064
H: 1.426 -3.502 -4.002  0.120
H: 2.685 -5.316 -5.092  0.084
H: 2.259 -6.408 -3.789  0.088
H: 3.264 -5.078 -3.412  0.070
H: 0.455 -5.203 -5.281  0.086
C: -4.597 0.044 -2.740  -0.042
C: -5.515 -0.473 -1.630  -0.466
C: -5.435 0.262 -0.250  -0.039
O: -6.827 -0.226 -2.081  -0.068
H: -3.543 0.082 -2.464  0.057
H: -4.942 1.043 -3.008  0.077
H: -4.570 -0.565 -3.643  0.070
H: -5.443 -1.560 -1.582  0.126
H: -6.117 -0.119 0.511  0.075
H: -5.673 1.313 -0.412  0.074
H: -4.442 0.116 0.174  0.058
H: -6.871 0.733 -2.045  0.072
C: -3.420 2.874 3.309  -0.070
C: -3.746 2.828 4.788  -0.441
C: -5.132 3.446 5.074  -0.052
O: -3.800 1.400 5.040  -0.081
H: -3.998 2.166 2.716  0.084
H: -2.346 2.717 3.205  0.053
H: -3.699 3.847 2.905  0.077
H: -2.986 3.257 5.441  0.115
H: -5.921 2.858 4.605  0.080
H: -5.214 4.468 4.704  0.075
H: -5.264 3.497 6.155  0.075
H: -4.507 0.963 4.560  0.076
C: 2.038 4.503 0.838  -0.045
C: 1.470 5.917 0.708  -0.448
C: 1.278 6.397 -0.748  -0.030
O: 0.263 5.887 1.454  -0.073
H: 1.339 3.772 0.432  0.075
H: 2.264 4.274 1.880  0.050
H: 2.948 4.489 0.238  0.073
H: 2.139 6.611 1.216  0.137
H: 1.089 7.470 -0.727  0.085
H: 0.496 5.865 -1.290  0.064
H: 2.228 6.331 -1.277  0.076
H: 0.555 5.790 2.364  0.048
C: -0.533 4.934 5.321  -0.025
C: 0.772 4.293 4.698  -0.474
C: 0.372 3.166 3.753  -0.054
O: 1.367 5.279 3.969  -0.062
H: -0.393 5.813 5.951  0.076
H: -0.997 4.189 5.968  0.064
H: -1.241 5.218 4.542  0.081
H: 1.480 4.006 5.476  0.142
H: -0.220 3.592 2.942  0.067
H: -0.241 2.462 4.315  0.085
H: 1.259 2.708 3.317  0.072
H: 2.289 5.061 3.810  0.106
C: 4.492 -1.643 -1.870  -0.075
C: 4.703 -2.953 -1.162  -0.479
C: 5.841 -3.740 -1.816  -0.058
O: 4.991 -2.628 0.183  -0.048
H: 4.163 -1.861 -2.886  0.083
H: 5.349 -0.987 -2.027  0.090
H: 3.797 -0.996 -1.335  0.059
H: 3.797 -3.556 -1.217  0.110
H: 6.848 -3.324 -1.855  0.082
H: 5.674 -3.985 -2.865  0.066
H: 5.936 -4.753 -1.425  0.073
H: 4.669 -1.733 0.315  0.024
C: 3.092 1.236 -2.809  -0.059
C: 2.600 2.377 -3.616  -0.534
C: 2.030 3.539 -2.793  -0.051
O: 3.721 2.901 -4.227  -0.039
H: 3.709 1.649 -2.011  0.077
H: 3.615 0.573 -3.499  0.089
H: 2.259 0.747 -2.303  0.071
H: 1.874 2.024 -4.349  0.137
H: 1.490 4.279 -3.384  0.083
H: 2.863 3.997 -2.260  0.076
H: 1.339 3.174 -2.034  0.062
H: 3.478 3.666 -4.755  0.097
C: -1.496 -4.942 2.938  -0.043
C: -0.462 -5.709 2.141  -0.458
C: -1.035 -6.950 1.436  -0.037
O: -0.056 -4.777 1.159  -0.084
H: -1.734 -5.455 3.870  0.089
H: -2.443 -4.767 2.427  0.074
H: -1.148 -3.952 3.233  0.058
H: 0.332 -6.048 2.806  0.139
H: -1.375 -7.592 2.249  0.081
H: -0.228 -7.424 0.877  0.078
H: -1.885 -6.835 0.763  0.079
H: 0.850 -4.987 0.923  0.104
C: -0.632 0.671 1.047  -0.030
C: -0.301 -0.059 -0.239  -0.490
C: 0.672 -1.212 -0.088  -0.035
O: -1.466 -0.662 -0.668  -0.068
H: -0.092 1.618 1.058  0.061
H: -0.336 0.039 1.884  0.066
H: -1.685 0.953 1.053  0.069
H: 0.074 0.718 -0.905  0.130
H: 1.533 -0.666 0.298  0.075
H: 0.868 -1.716 -1.034  0.070
H: 0.376 -2.012 0.590  0.059
H: -1.781 -1.298 -0.020  0.055
C: -2.591 3.416 -0.009  -0.049
C: -2.154 4.550 -0.904  -0.495
C: -3.245 4.897 -1.950  -0.049
O: -1.969 5.731 -0.194  -0.047
H: -3.430 3.806 0.566  0.073
H: -1.835 3.207 0.748  0.051
H: -2.944 2.480 -0.443  0.077
H: -1.223 4.353 -1.436  0.118
H: -3.476 4.104 -2.661  0.068
H: -3.073 5.834 -2.477  0.076
H: -4.230 4.982 -1.491  0.072
H: -1.080 5.852 0.148  0.031
C: -0.423 -0.912 -3.928  -0.038
C: -0.654 -1.489 -5.323  -0.518
C: -1.910 -2.175 -5.325  -0.072
O: -0.695 -0.428 -6.292  -0.041
H: -0.477 -1.756 -3.241  0.062
H: -1.231 -0.246 -3.625  0.080
H: 0.512 -0.358 -3.838  0.071
H: 0.224 -2.117 -5.474  0.126
H: -1.992 -2.619 -6.318  0.092
H: -2.760 -1.567 -5.014  0.089
H: -1.830 -3.052 -4.682  0.071
H: -0.639 -0.776 -7.185  0.082

## Properties
LUMO level: 0.3 eV
Total charge: 0
Energy above the lowest of the compared OMol25 structures with the same formula, charge and spin: 7.4 kcal per mole
Electronic energy: -75987.6674 eV

=====

Entry 4:
Formula: C10H30ClIOP3Rh
Source: OMol25
Level of theory: ωB97M-V/def2-TZVPD

Last column: Mulliken spin population.
CARTESIAN COORDINATES (ANGSTROEM)
C: 0.659 0.037 1.093  0.071
I: -0.245 -1.713 1.378  0.529
H: 0.399 0.870 0.171  -0.026
H: 1.723 -0.178 1.057  -0.007
H: 0.385 0.556 2.017  0.004
Rh: -0.487 1.013 -1.625  2.246
P: 1.200 -0.418 -2.111  0.132
C: 2.382 -1.586 -1.352  0.033
C: 0.522 -1.468 -3.405  0.002
H: 1.329 -1.743 -4.082  0.007
H: 2.924 0.124 -3.603  0.009
H: -0.272 -0.931 -3.916  -0.007
H: 1.593 1.353 -3.655  -0.005
H: 1.941 -2.579 -1.437  0.002
H: 0.159 -2.346 -2.879  0.004
C: 2.228 0.732 -3.017  0.008
H: 3.292 -1.542 -1.966  0.003
H: 2.761 1.352 -2.289  0.010
H: 2.665 -1.421 -0.312  0.001
P: -2.069 1.280 0.006  0.166
C: -2.362 0.924 1.787  0.028
C: -2.344 3.049 -0.057  0.011
H: -3.609 0.718 -1.737  -0.007
H: -4.413 1.203 -0.191  0.005
H: -3.663 -0.418 -0.323  0.005
C: -3.614 0.616 -0.656  0.008
H: -2.342 3.352 -1.110  -0.004
H: -3.317 3.210 0.428  0.005
H: -3.051 1.683 2.181  0.002
H: -1.477 0.918 2.418  0.003
H: -1.537 3.538 0.497  0.010
H: -2.839 -0.059 1.831  0.001
Cl: -1.250 2.134 -3.313  0.336
C: 1.468 -1.157 5.944  0.003
P: 1.873 -2.131 4.459  0.033
C: 3.628 -2.478 4.430  0.009
C: 0.846 -3.619 4.308  0.000
O: 1.735 -1.134 3.348  0.360
H: 2.123 -0.281 5.897  0.000
H: 1.667 -1.715 6.856  0.001
H: 0.424 -0.837 5.922  0.001
H: 3.925 -3.165 5.212  0.003
H: 3.902 -2.877 3.451  0.001
H: 4.119 -1.508 4.577  0.000
H: -0.221 -3.404 4.364  0.002
H: 1.017 -4.159 3.378  0.001
H: 1.055 -4.343 5.116  -0.001

## Properties
LUMO level (spin up / spin down): -5.9 / -10.4 eV
Total charge: +2
Multiplicity: 5
Energy above the lowest of the compared OMol25 structures with the same formula, charge and spin: 0.0 kcal per mole
<S²>: 6.017
Electronic energy: -64384.6994 eV

=====

Entry 5:
Formula: C22H29ClN6O3
Source: OMol25
Level of theory: ωB97M-V/def2-TZVPD

Last column: Löwdin charge in e.
CARTESIAN COORDINATES (ANGSTROEM)
C: -5.051 -2.140 2.470  -0.060
C: -3.827 -2.637 1.720  -0.271
O: -3.550 -1.716 0.675  -0.140
C: -2.441 -2.029 -0.119  -0.185
C: -1.091 -1.621 0.508  -0.078
N: -1.106 -0.235 0.891  0.056
C: -0.993 0.858 0.104  -0.272
C: -0.668 0.808 -1.348  -0.109
N: 0.486 -0.042 -1.593  -0.183
C: 1.701 0.523 -1.027  -0.152
C: 2.841 -0.482 -1.214  -0.142
N: 3.051 -0.795 -2.610  -0.099
C: 3.914 -0.043 -3.389  -0.223
C: 4.569 1.100 -2.916  -0.032
C: 5.474 1.781 -3.707  -0.082
C: 5.761 1.364 -4.994  -0.126
C: 5.122 0.227 -5.462  -0.674
Cl: 5.466 -0.345 -7.060  0.669
C: 4.223 -0.474 -4.686  -0.054
C: 1.829 -1.323 -3.177  -0.137
C: 0.679 -0.322 -3.005  -0.158
N: -1.164 1.988 0.770  0.207
C: -1.420 1.612 2.041  -0.215
C: -1.386 0.231 2.156  -0.052
C: -1.541 -0.434 3.410  -0.358
O: -1.436 -1.631 3.626  0.048
N: -1.826 0.474 4.431  0.036
C: -2.050 -0.063 5.764  -0.005
C: -1.903 1.858 4.341  -0.441
O: -2.153 2.534 5.316  0.079
N: -1.672 2.420 3.104  0.010
C: -1.709 3.856 2.937  -0.005
H: -5.307 -2.838 3.262  0.076
H: -4.843 -1.167 2.907  0.071
H: -5.892 -2.041 1.790  0.075
H: -4.017 -3.631 1.285  0.122
H: -2.976 -2.716 2.406  0.096
H: -2.589 -1.475 -1.050  0.117
H: -2.409 -3.104 -0.348  0.129
H: -0.901 -2.205 1.410  0.123
H: -0.296 -1.777 -0.225  0.116
H: -0.513 1.845 -1.688  0.135
H: -1.519 0.395 -1.899  0.123
H: 1.538 0.711 0.036  0.126
H: 1.959 1.479 -1.515  0.129
H: 3.764 -0.118 -0.765  0.119
H: 2.565 -1.416 -0.712  0.127
H: 4.369 1.480 -1.927  0.096
H: 5.958 2.663 -3.315  0.107
H: 6.460 1.898 -5.615  0.100
H: 3.782 -1.371 -5.088  0.101
H: 1.955 -1.544 -4.234  0.109
H: 1.580 -2.250 -2.651  0.127
H: -0.242 -0.753 -3.406  0.124
H: 0.913 0.595 -3.574  0.135
H: -3.045 0.214 6.110  0.099
H: -1.315 0.347 6.456  0.100
H: -1.953 -1.144 5.703  0.087
H: -0.733 4.214 2.612  0.095
H: -1.974 4.295 3.897  0.088
H: -2.450 4.116 2.181  0.095

## Properties
LUMO level: 0.5 eV
Total charge: 0
Energy above the lowest of the compared OMol25 structures with the same formula, charge and spin: 0.8 kcal per mole
Electronic energy: -50891.8303 eV
Structure (SMILES): CCOCCn1c(CN2CCN(c3cccc(Cl)c3)CC2)nc2c1c(=O)n(C)c(=O)n2C